The following is a quantum chemistry calculation of 7 unconnected molecules or ions with the total composition C54H49BFN3O20P3 in a non-equilibrium geometry, from OMol25.

The geometry in XYZ format:
```
131
Properties=species:S:1:pos:R:3:forces:R:3
C 1.3778 -1.7906 1.0265 -1.224 -0.027 -0.217
C -0.0090 -2.0034 1.7213 -2.096 -0.584 0.291
C -0.2687 -1.8474 3.1591 -1.542 -0.347 -1.069
C -1.6047 -2.0349 3.7181 0.313 -0.155 -2.113
C -2.7910 -2.3962 2.8783 2.470 0.397 -0.286
C -4.1437 -2.4987 3.6338 -0.028 0.003 0.962
C -5.3352 -3.2148 2.9132 -0.207 1.371 -0.749
C -4.4953 -1.0108 4.1658 0.472 -1.273 0.680
C -2.5185 -2.5628 1.4549 1.928 0.572 0.751
O -3.5478 -2.9097 0.5607 0.289 0.630 0.431
C -4.0536 -1.7909 -0.1847 -0.248 -1.147 -0.217
C -3.2173 -1.6926 -1.5041 1.513 1.320 -1.375
C -3.2861 -2.6480 -2.6356 0.029 1.626 0.812
P -4.4812 -4.1275 -2.5101 0.256 -2.211 1.994
N -4.0580 -5.0944 -1.3292 -0.710 0.878 -1.105
N -2.4878 -2.5001 -3.7488 0.366 1.093 1.132
C -1.5523 -1.4753 -3.9149 -0.854 1.028 2.152
C -0.7290 -1.5249 -5.2300 0.302 -1.203 -0.330
O -0.5554 -2.6164 -5.7154 -0.402 0.701 0.658
N -0.1636 -0.3752 -5.9306 -2.295 -0.103 2.387
C -1.1410 0.6370 -6.2619 0.736 1.756 -1.586
O -0.9629 1.2955 -7.2273 -0.278 -0.213 0.561
F -2.2585 0.9172 -5.4971 1.371 -1.523 -0.013
C -1.4187 -0.4885 -2.8526 -1.091 -1.238 -0.151
B -0.3434 0.7089 -2.9506 0.729 1.680 -0.304
O 1.0370 0.4687 -3.0825 -2.227 -1.348 0.572
O -0.7646 2.0480 -2.9469 0.509 -1.857 0.804
C -2.2524 -0.5676 -1.6254 -1.223 -2.114 -1.715
P -1.9939 0.7544 -0.2979 2.118 0.303 -0.274
P -3.7212 2.0763 -0.4836 -4.576 0.344 -0.370
O -4.9911 1.2949 -0.2445 1.548 0.374 -0.148
O -3.8323 2.6935 -2.0300 0.858 -0.701 2.092
O -3.7091 3.3121 0.6258 0.758 -1.495 -1.484
C -1.1592 -2.3864 0.8694 0.171 0.549 2.788
H 1.2904 -0.8207 0.4489 0.438 -0.834 0.694
H 1.5239 -2.5915 0.2420 -0.033 0.949 1.220
H 2.2399 -1.7562 1.7421 -0.860 -0.008 -0.697
H 0.5635 -1.5702 3.8509 -0.799 -0.299 -0.740
H -1.7442 -1.8701 4.8209 0.063 -0.300 -1.303
H -3.9358 -3.0998 4.5940 -0.123 0.888 -1.519
H -6.2257 -3.2363 3.6041 1.000 -0.305 -0.628
H -5.6544 -2.5565 2.0440 0.206 -0.760 0.878
H -5.0875 -4.2094 2.4656 -0.173 0.745 0.725
H -4.4683 -0.2435 3.3502 -0.193 -0.672 0.703
H -3.6977 -0.7939 4.9336 -0.895 0.114 -1.035
H -5.4612 -1.0105 4.7535 0.802 0.025 -1.028
H -5.1372 -2.0251 -0.4125 1.149 0.400 0.172
H -3.9965 -0.8825 0.4650 -0.196 -0.539 -1.103
H -4.4016 -4.8674 -3.7404 0.156 1.202 -0.038
H -5.8268 -3.6686 -2.3562 0.626 0.501 -0.721
H -4.8243 -5.1900 -0.6555 0.567 0.097 -0.006
H -2.5651 -3.1992 -4.5003 0.146 0.354 0.262
H 0.6335 0.0141 -5.4044 -0.280 0.022 -0.504
H 1.1622 -0.4798 -2.8632 0.625 0.609 -0.090
H -0.2107 2.5047 -2.2826 -0.127 0.227 -0.703
H -2.1492 0.1549 1.0002 -0.642 0.115 -0.768
H -4.6869 2.3530 -2.3721 0.420 0.247 0.342
H -4.4543 3.1052 1.2311 0.294 0.108 -0.453
H -0.9537 -2.5316 -0.2158 -0.428 -0.102 1.012
C -7.1155 -2.1854 8.0149 0.115 0.176 -0.123
C -5.9423 -1.9240 7.4412 -0.156 0.071 0.053
C -4.8878 -2.9582 7.3438 0.186 0.022 -0.006
O -3.8148 -2.7200 6.8215 -0.116 -0.026 0.135
C -5.1868 -4.2938 7.9069 -0.094 -0.138 0.064
C -6.3598 -4.5562 8.4808 0.209 -0.089 -0.066
C -7.4155 -3.5222 8.5784 -0.260 -0.082 0.144
O -8.4845 -3.7601 9.0987 0.134 0.041 -0.079
H -7.8980 -1.4414 8.0957 -0.022 -0.037 0.029
H -5.7066 -0.9531 7.0241 0.047 -0.009 0.038
H -4.4039 -5.0374 7.8261 0.024 0.036 -0.013
H -6.5949 -5.5272 8.8983 -0.041 0.028 0.012
C 5.5697 4.0602 -3.8150 0.080 -0.023 0.168
C 5.2819 3.2667 -2.7846 0.094 0.120 -0.067
C 4.1004 2.3753 -2.8082 0.012 -0.112 0.170
O 3.8356 1.6522 -1.8669 -0.020 0.087 -0.067
C 3.2511 2.3978 -4.0218 -0.021 0.114 -0.301
C 3.5385 3.1914 -5.0528 -0.130 -0.141 0.081
C 4.7206 4.0831 -5.0289 0.092 0.161 -0.150
O 4.9841 4.8050 -5.9688 -0.084 -0.110 0.109
H 6.4299 4.7191 -3.8141 0.012 0.000 -0.007
H 5.8919 3.2369 -1.8904 -0.014 -0.026 -0.002
H 2.3928 1.7393 -4.0212 0.186 0.124 0.045
H 2.9287 3.2216 -5.9476 0.041 0.046 -0.022
C -2.3836 4.3568 3.5665 -0.122 -0.124 -0.185
C -2.5188 3.0354 3.6359 -0.045 0.181 0.013
C -2.1712 2.2915 4.8625 -0.049 -0.080 0.075
O -2.2900 1.0831 4.9178 0.170 0.064 -0.020
C -1.6695 3.0701 6.0169 0.062 0.126 0.109
C -1.5333 4.3934 5.9510 0.056 -0.180 0.129
C -1.8800 5.1395 4.7193 0.056 0.305 -0.010
O -1.7575 6.3437 4.6566 -0.026 -0.167 -0.003
H -2.6316 4.9179 2.6743 0.058 0.025 0.002
H -2.8842 2.4474 2.8055 0.059 -0.066 0.022
H -1.4206 2.5067 6.9077 -0.022 -0.034 -0.020
H -1.1665 4.9796 6.7842 -0.011 0.034 -0.034
C 2.8325 3.1030 1.7803 0.169 -0.061 -0.033
C 3.8603 2.3349 2.1379 -0.076 0.170 -0.152
C 3.7333 1.3406 3.2282 0.255 -0.133 0.053
O 4.6686 0.6414 3.5560 -0.144 0.052 -0.048
C 2.4196 1.2327 3.9039 -0.243 0.013 0.046
C 1.3924 2.0008 3.5460 0.047 -0.119 0.098
C 1.5198 2.9949 2.4556 -0.102 0.142 -0.069
O 0.5809 3.6944 2.1262 0.044 -0.130 0.002
H 2.9073 3.8352 0.9862 -0.035 0.009 0.016
H 4.8267 2.4002 1.6541 -0.002 -0.046 0.027
H 2.3444 0.5003 4.6981 0.049 0.002 0.005
H 0.4258 1.9346 4.0297 0.000 -0.007 -0.020
C 2.5455 -4.9148 -2.8620 0.015 -0.112 -0.072
C 3.0324 -6.0667 -3.3187 -0.225 0.165 -0.076
C 4.2354 -6.6852 -2.7139 0.182 -0.285 -0.055
O 4.6804 -7.7324 -3.1301 -0.096 0.152 0.034
C 4.8725 -5.9733 -1.5823 0.018 0.175 0.153
C 4.3839 -4.8209 -1.1267 0.105 -0.082 0.042
C 3.1832 -4.2044 -1.7311 0.011 0.064 0.048
O 2.7357 -3.1508 -1.3121 0.101 -0.139 -0.401
H 1.6679 -4.4479 -3.2920 -0.004 0.010 0.012
H 2.5783 -6.6000 -4.1444 0.046 -0.034 0.011
H 5.7497 -6.4394 -1.1519 -0.011 -0.029 -0.034
H 4.8373 -4.2869 -0.3011 -0.035 0.027 -0.012
C 10.6604 5.5287 -7.8816 0.125 0.014 0.186
C 10.6505 5.6348 -6.5539 0.139 -0.006 -0.139
C 9.3789 5.6733 -5.7970 0.028 0.038 0.165
O 9.3672 5.7718 -4.5850 -0.053 -0.063 -0.104
C 8.1206 5.5878 -6.5704 -0.062 0.004 -0.086
C 8.1292 5.4814 -7.8975 -0.128 -0.003 0.157
C 9.4004 5.4428 -8.6562 -0.007 -0.014 -0.274
O 9.4101 5.3439 -9.8657 0.004 0.003 0.149
H 11.5801 5.4997 -8.4522 -0.032 -0.002 -0.036
H 11.5615 5.6978 -5.9719 -0.031 0.006 0.029
H 7.2014 5.6166 -6.0003 -0.011 0.022 -0.061
H 7.2173 5.4184 -8.4782 0.020 0.003 -0.015
```
Positions in Å, forces in eV/Å.

Its HOMO-LUMO gap is 5.31 eV. For the LUMO energy, the calculation gives -0.2002 hartree. For the energy relative to the best compared isomer or geometry (same formula, charge and spin), the calculation gives 71.9 kcal per mole. As for the net charge: +1. As for the spin multiplicity: 1. The total energy is -133459.4227 eV. Its highest occupied orbital energy is -10.8 eV.